# 1
Here is a cluster of 2 separate species, C4H12 in total from the OMol25 dataset. Energies are from wB97M-V/def2-TZVPD.

structure (SMILES)	CC.CC
relative energy (zero: lowest compared OMol25 entry of this formula, charge and spin)	8.5	kcal per mole
HOMO level	-11.765	eV
E	-159.57148	a.u.
LUMO	1.11	eV

Each line ends with the Löwdin charge.
Geometry (Å):
H 3.106 -1.070 1.132  0.0572
C -2.869 0.058 0.531  -0.1715
C 3.272 -0.165 0.539  -0.1731
H -1.433 -0.681 -0.833  0.0490
C -2.439 -0.261 -0.907  -0.1709
H 1.221 -0.332 0.073  0.0484
H 4.026 -0.430 -0.203  0.0553
H 3.778 0.468 1.270  0.0554
H -3.091 -0.951 -1.436  0.0578
H 1.727 1.403 0.018  0.0584
C 2.011 0.373 -0.171  -0.1572
H -3.851 0.525 0.641  0.0577
H -2.304 0.635 -1.514  0.0593
H -2.234 0.869 0.903  0.0594
H -2.767 -0.843 1.126  0.0585
H 2.216 0.334 -1.239  0.0564

***

# 2
Here is a cluster of 8 separate species, C30H75NO30P7SSi in total in a non-equilibrium geometry from the OMol25 dataset. Energies are from wB97M-V/def2-TZVPD.

HOMO level	-4.830	eV
total charge	-1
E	-6577.14945	a.u.
LUMO	-1.10	eV

Each line ends with the Löwdin charge.
Geometry (Å):
H -5.156 -7.067 -1.086  0.0865
O -6.551 0.685 -7.599  -0.2537
S -1.427 -1.356 -0.890  0.7921
H -4.855 0.484 3.160  0.0863
C 0.607 2.461 5.261  -0.1040
O -5.506 -8.375 -2.681  -0.2355
C -4.291 1.114 -0.703  -0.8135
P 5.140 1.006 -1.906  0.6465
H 11.027 4.562 9.170  0.0789
H -0.302 -2.571 -3.453  0.0530
O -5.308 1.839 -0.838  -0.1226
H 6.681 3.926 -0.492  0.0846
C -1.718 -0.726 6.099  -0.1162
P -4.772 -9.753 -2.105  0.5505
H 5.749 2.334 7.449  0.0792
H -0.768 3.365 -8.557  0.0848
H 0.553 -2.714 -0.538  0.0625
O 9.204 3.559 8.933  -0.2406
O 3.163 1.896 8.426  -0.2421
C -9.084 3.361 -7.917  -0.1274
H 9.658 5.526 8.587  0.0848
H 5.878 -2.388 -2.545  0.0846
H -7.356 -3.150 -1.144  0.1006
H -0.649 -0.837 6.284  0.0817
H -8.690 4.312 -7.550  0.0840
H -5.019 -0.033 -8.736  0.0859
O 2.663 0.778 6.330  -0.2627
H 2.836 3.119 -1.977  0.0914
H -1.320 0.784 -1.953  0.0299
H -4.050 0.867 -3.423  -0.0012
H 3.513 2.451 -3.480  0.0545
P 2.257 3.567 -7.747  0.5529
O 5.383 2.590 -1.352  -0.2549
H 12.335 -0.506 9.584  0.0848
H -3.098 -11.213 0.007  0.0876
H 12.327 0.859 8.456  0.0772
H -3.373 -9.658 -4.398  0.0826
H -2.267 -1.370 6.785  0.0848
H 1.951 1.883 -2.881  0.0949
P -3.433 1.210 5.581  0.5907
C 0.142 -2.136 -1.368  -0.5562
H 6.090 -1.198 -3.843  0.0866
O 2.720 2.320 -8.435  -0.2610
P 9.863 2.089 9.364  0.6379
C -5.702 0.815 -8.731  -0.1143
H 2.313 5.761 -10.565  0.0835
Si -3.701 0.108 -2.203  0.6932
H -6.724 -7.921 -1.044  0.0780
C -4.327 -10.123 -4.648  -0.1109
P 2.673 2.181 6.850  0.5563
C 2.777 5.225 -9.740  -0.1247
C 6.680 2.890 -0.822  -0.1296
H 0.747 1.677 4.518  0.0947
O -3.383 2.492 6.569  -0.2744
C -6.781 2.219 -4.255  -0.1041
H 3.218 5.950 -9.054  0.0793
O 4.906 -0.609 -2.260  -0.2372
O -6.766 1.343 -5.402  -0.2266
H 4.404 1.966 -6.229  0.0949
O 8.438 1.393 9.072  -0.2682
H -3.092 -2.671 -3.328  0.0891
H -5.073 3.673 6.628  0.0831
C -4.581 2.895 7.214  -0.1216
C -6.398 -3.037 -1.660  -0.1731
H -9.775 2.942 -7.184  0.0798
H 4.841 3.573 -6.862  0.0799
H -1.487 -0.509 -3.204  0.0271
C 2.943 2.220 -2.584  -0.0848
H 4.588 3.334 -5.124  0.0708
H 1.401 2.401 9.426  0.0818
C 5.253 2.274 6.479  -0.1063
H 6.962 -1.005 -2.304  0.0781
O -4.406 0.161 6.048  -0.2705
C -4.575 -1.568 -2.208  -0.2575
H -9.622 3.533 -8.847  0.0814
C 9.956 4.729 9.267  -0.1258
H -5.160 2.135 2.590  0.0864
H -4.138 -11.005 -5.259  0.0838
H 9.724 5.026 10.288  0.0876
H -4.938 -9.423 -5.218  0.0848
O -2.071 0.640 6.349  -0.2638
H 6.782 0.671 10.019  0.0868
H -5.803 2.677 -4.135  0.0834
C 6.031 -1.332 -2.764  -0.1279
H 2.576 1.443 10.343  0.0825
O -4.441 2.016 4.535  -0.2406
H 5.892 2.740 5.731  0.0854
H -1.933 -1.017 5.073  0.0861
H 0.975 -3.596 -2.767  0.0611
H -6.298 0.793 -9.645  0.0814
H 1.609 0.664 9.071  0.0843
O 10.589 0.572 9.572  -0.2572
H -4.329 -4.730 -3.368  0.1041
H -0.895 2.293 -7.152  0.0901
C 7.864 0.574 10.087  -0.1014
H -4.576 -12.010 0.579  0.0823
O 5.678 1.340 -3.284  -0.2793
H -5.265 2.057 7.356  0.0815
P -7.064 2.021 -6.863  0.5513
H -6.995 1.622 -3.372  0.0828
H -4.317 3.302 8.190  0.0814
H -3.502 1.549 2.715  0.0617
C -4.487 1.510 3.169  -0.0987
C -4.059 -2.711 -2.836  -0.0981
H 0.032 3.269 4.813  0.0913
C -1.815 -0.154 -2.222  -0.5613
C -5.819 -1.787 -1.612  -0.0712
O 3.550 1.188 -1.812  -0.2543
O 10.054 2.455 10.820  -0.2716
H 0.251 1.906 -8.446  0.0823
H 0.059 2.067 6.114  0.0643
O 0.762 3.485 -7.173  -0.2516
C -5.987 -7.440 -1.688  -0.1115
C 4.255 3.038 -6.117  -0.1119
O -4.700 -11.190 -1.297  -0.2338
H -0.702 -3.916 -2.346  0.0630
O -8.011 2.447 -8.182  -0.2453
H 5.109 1.229 6.205  0.0829
O -3.635 1.025 0.363  -0.1172
H 6.903 2.250 0.033  0.0777
O 4.023 2.990 6.519  -0.2533
O 1.888 2.984 5.651  -0.2227
H -4.481 -10.239 0.558  0.0806
C 12.016 0.524 9.447  -0.1278
C -4.184 -11.148 0.039  -0.1207
O -6.077 3.145 -6.890  -0.2631
O 2.856 3.344 -6.231  -0.2280
H 8.136 -0.469 9.916  0.0857
H 7.444 2.757 -1.592  0.0801
H -5.118 1.735 -8.696  0.0808
C 2.121 1.583 9.365  -0.1178
H 0.821 -1.345 -1.705  0.0610
H -7.540 2.993 -4.356  0.0779
C 0.013 -3.113 -2.556  -0.1818
C -4.773 -3.885 -2.832  -0.1739
O 1.763 4.456 -9.078  -0.2385
H 12.484 1.150 10.211  0.0819
H -6.328 -0.973 -1.105  0.1057
N -5.953 -4.146 -2.256  0.0586
C -0.208 2.718 -7.881  -0.0998
O -3.368 -9.260 -1.946  -0.2620
H 8.185 0.879 11.083  0.0850
H 3.556 4.567 -10.133  0.0836
O -5.032 -10.541 -3.485  -0.2583
H -6.456 -6.604 -2.199  0.0611

***

# 3
Here is a structure of composition C26H30InN3O2PS2 in a non-equilibrium geometry from the OMol25 dataset. Energies are from wB97M-V/def2-TZVPD.

expectation value of S²	0.767
multiplicity	2
relative energy (zero: lowest compared OMol25 entry of this formula, charge and spin)	74.2	kcal per mole
HOMO level (alpha / beta)	-7.166 / -7.167	eV
E	-2651.34411	a.u.
LUMO (alpha / beta)	-0.06 / -0.91	eV

Each line ends with the Löwdin charge.
Geometry (Å):
H -0.570 6.315 -0.211  0.0972
C 5.562 1.222 -1.644  -0.1092
N -0.892 -2.671 -0.324  0.0225
H 4.429 -4.909 0.128  0.0717
H -1.151 2.498 1.818  0.0841
H 5.742 -3.783 -0.178  0.0924
C -2.495 0.142 3.228  -0.0316
C -0.559 -3.917 -0.718  -0.3084
H 5.571 2.103 -0.970  0.0845
P 2.987 -1.043 -0.553  -0.1420
H -0.358 -6.080 -0.292  0.1400
C -1.377 4.502 1.071  -0.1166
H 5.558 -0.875 -1.574  0.0938
C -1.962 -1.245 1.440  -0.2656
In -0.256 -0.506 -1.395  0.4840
O 4.282 -0.067 -0.053  -0.3874
C -3.355 3.064 -1.594  -0.3100
C -0.681 3.371 1.369  -0.0830
C 0.876 4.819 0.325  -0.1195
H -6.790 2.419 -1.466  0.1147
H -2.462 -3.607 2.497  0.0880
C -4.776 3.167 -1.964  -0.0170
H -2.334 0.435 4.261  0.1132
N -2.943 2.181 -0.707  0.1625
H 0.053 -4.956 -2.442  0.0760
H 1.719 5.473 -0.021  0.1137
C -3.903 1.557 -0.010  -0.2394
H 4.868 1.452 -2.460  0.0666
N -2.614 -0.461 0.527  0.1546
C -2.325 3.883 -2.265  -0.0358
H 3.191 -3.203 1.528  0.1001
C 5.535 -0.057 -0.830  -0.2875
C 4.043 -2.946 0.894  -0.2617
C -1.770 -0.916 2.766  -0.0393
H -2.678 4.913 -2.320  0.0853
H 4.550 -2.030 1.253  0.1041
H -2.427 4.474 1.061  0.0725
H 5.410 -4.472 1.558  0.0812
H 1.274 -3.696 -2.041  0.1069
H -1.613 -5.806 1.965  0.1210
C -1.432 -4.984 1.250  -0.0547
H -0.190 -3.198 -2.600  0.0206
C -5.717 2.520 -1.210  -0.0529
H -5.108 3.757 -2.803  0.1029
H 6.517 1.291 -2.087  0.0485
H -5.897 1.160 0.497  0.0922
H -1.121 -1.580 3.341  0.1307
O 3.486 -2.537 -0.423  -0.3997
H -3.860 1.816 2.694  0.1322
C -1.518 -2.572 0.884  -0.2046
S 2.670 -0.795 -2.523  0.1534
H -2.149 3.472 -3.321  0.1157
C -1.903 -3.730 1.632  -0.0027
C -0.736 -5.067 0.064  -0.0248
H 6.393 -0.249 -0.102  0.1374
C 0.691 3.569 0.856  -0.0796
H -1.369 3.723 -1.794  0.0616
C -3.284 0.946 2.350  -0.0290
C -0.448 5.364 0.314  -0.0714
C -3.239 0.656 1.049  -0.2285
C 4.998 -4.102 0.601  -0.0760
S 1.508 -0.704 0.757  0.2020
C 0.158 -3.982 -2.012  -0.0406
C -5.248 1.726 -0.092  -0.0111
H 1.437 2.756 1.021  0.1016

***

# 4
Here is a cluster of 2 separate species, C6H14O in total from the OMol25 dataset. Energies are from wB97M-V/def2-TZVPD.

structure (SMILES)	CC(=O)CC(C)C.[H][H]
relative energy (zero: lowest compared OMol25 entry of this formula, charge and spin)	22.4	kcal per mole
HOMO level	-9.679	eV
E	-312.21930	a.u.
LUMO	0.95	eV

Each line ends with the Löwdin charge.
Geometry (Å):
C -0.689 0.434 -1.032  -0.4474
C 0.022 -0.396 1.276  -0.4414
H -1.165 -1.990 2.161  0.0769
H -0.692 0.377 1.582  0.1308
C 1.430 0.195 1.377  -0.0734
H -0.090 3.689 -2.236  0.0428
H 0.102 -1.359 3.227  0.0771
H -0.462 3.232 -1.774  0.0169
H -0.925 1.139 -3.049  0.0686
H 1.537 1.089 0.751  0.0792
H 2.185 -0.538 1.063  0.0817
H 0.498 -1.321 -0.643  0.1266
C -0.136 -1.610 2.188  -0.0862
H 0.531 -2.425 1.877  0.0816
C -0.320 -0.761 -0.169  -0.1270
C -0.538 0.264 -2.525  -0.0258
H -1.190 -1.436 -0.195  0.1326
H 0.522 0.132 -2.769  0.0902
H -1.056 -0.639 -2.869  0.0876
O -1.110 1.462 -0.541  0.0302
H 1.657 0.483 2.409  0.0785

***

# 5
Here is the molecule C3H6N4 in a non-equilibrium geometry from the OMol25 dataset. Energies are from wB97M-V/def2-TZVPD.

structure (SMILES)	CCc1nn[nH]n1
relative energy (zero: lowest compared OMol25 entry of this formula, charge and spin)	99.3	kcal per mole
HOMO level	-9.883	eV
E	-336.79105	a.u.
LUMO	1.13	eV

Each line ends with the Löwdin charge.
Geometry (Å):
N 0.541 1.838 -1.269  0.0658
H -0.350 -1.516 1.602  0.0338
H -0.325 -2.101 -0.184  0.0922
H -2.302 -0.163 -0.155  0.1094
N 1.825 1.783 -1.142  -0.0861
C -0.843 -1.680 0.712  -0.1395
H 2.434 2.405 -1.538  0.1159
C -1.313 -0.259 0.433  -0.1196
N 1.235 0.159 0.095  -0.0264
H -1.815 -2.196 0.947  0.0923
C 0.117 0.724 -0.326  -0.1300
N 2.237 0.733 -0.453  -0.0274
H -1.443 0.272 1.278  0.0198

***

# 6
Here is a cluster of 2 separate species, CH2Cl2NO2P in total in a non-equilibrium geometry from the OMol25 dataset. Energies are from wB97M-V/def2-TZVPD.

expectation value of S²	2.009
multiplicity	3
relative energy (zero: lowest compared OMol25 entry of this formula, charge and spin)	0.9	kcal per mole
HOMO level (alpha / beta)	-6.771 / -10.700	eV
E	-1506.17197	a.u.
LUMO (alpha / beta)	0.53 / -3.48	eV

Each line ends with the Löwdin charge.
Geometry (Å):
N 0.208 -0.949 -0.631  -0.2217
H -0.759 -0.739 -0.881  0.0420
O 2.251 -1.484 0.839  -0.5069
H 0.624 -0.812 -1.540  0.0448
P 0.802 -1.221 0.945  0.7388
Cl 4.151 -0.587 -1.279  0.6330
C 3.239 0.423 -0.163  -1.2959
Cl 4.258 0.726 1.229  0.6405
O 2.193 0.954 -0.429  -0.0745

***

# 7
Here is the molecule C2H5N3O in a non-equilibrium geometry from the OMol25 dataset. Energies are from wB97M-V/def2-TZVPD.

structure (SMILES)	[H]/N=C(/N)NC=O
relative energy (zero: lowest compared OMol25 entry of this formula, charge and spin)	80.1	kcal per mole
HOMO level	-8.986	eV
E	-318.62280	a.u.
LUMO	0.41	eV

Each line ends with the Löwdin charge.
Geometry (Å):
H 0.446 1.663 0.648  0.1553
C 0.505 -0.302 0.790  -0.5547
H -0.347 -2.024 0.703  0.2358
H 0.265 0.571 2.551  0.0033
O -1.102 0.022 -1.651  0.0236
N 0.482 -0.352 2.164  0.0503
H -0.813 1.929 -1.430  0.1257
N 0.300 -1.300 -0.104  0.0585
C -0.475 0.958 -1.131  -0.2101
H -0.101 -0.845 -1.026  0.0438
N 0.530 0.880 -0.087  0.0685

***

# 8
Here is a cluster of 4 separate species, C4H6O in total in a non-equilibrium geometry from the OMol25 dataset. Energies are from wB97M-V/def2-TZVPD.

relative energy (zero: lowest compared OMol25 entry of this formula, charge and spin)	169.9	kcal per mole
HOMO level	-9.409	eV
E	-230.95296	a.u.
LUMO	-0.10	eV

Each line ends with the Löwdin charge.
Geometry (Å):
C 0.333 -0.202 0.085  -0.0522
H -2.819 -1.083 -0.585  0.1799
H 2.017 -1.059 0.918  0.1197
C -2.321 0.255 0.034  -0.2275
H 1.954 -1.228 -0.869  0.1375
H -2.685 1.573 -0.650  0.1750
H -2.693 0.335 1.647  0.1893
C -0.852 0.008 -0.077  -0.2639
C 1.752 -0.500 -0.007  -0.2650
O 2.725 0.608 0.133  -0.1207
H 2.589 1.292 -0.628  0.1279